(1)
This record from the Open Molecules 2025 dataset describes a molecular structure, C18H27LuN2O4P2S2 at a distorted geometry. The level of theory is ωB97M-V/def2-TZVPD.

Last column: Mulliken charge in e.
Positions of all 56 atoms, in Å:
Lu -1.17 -0.70 -0.17  0.561
P -3.38 0.57 -0.77  0.579
C -2.43 1.98 -1.63  -1.307
C -1.17 1.44 -2.38  0.606
N -0.25 0.66 -1.69  0.127
C 1.02 0.46 -2.11  0.270
C 1.35 0.76 -3.44  -0.617
C 0.31 1.31 -4.23  -0.700
C -0.85 1.77 -3.68  -0.598
C 2.10 0.14 -1.08  1.222
P 3.34 -1.18 -1.23  0.658
H -1.54 2.45 -4.28  0.384
H 2.32 0.54 -3.81  0.580
H 0.51 1.46 -5.31  0.466
H 2.83 1.00 -1.02  0.473
H 1.58 0.07 -0.08  -1.407
H -3.09 2.37 -2.33  0.497
H -2.22 2.76 -0.81  0.459
H -1.53 -3.13 -3.02  0.290
O -1.13 -2.31 -2.72  -0.569
H -1.36 -1.64 -3.43  0.321
H 3.66 -2.31 -0.21  0.222
O 2.68 -2.44 0.15  -0.458
H 2.41 -3.47 -0.20  0.418
C 3.21 -2.37 -2.64  -1.014
H 3.96 -2.00 -3.47  0.355
H 3.43 -3.50 -2.39  0.432
H 2.14 -2.28 -2.97  0.301
C 4.95 -0.72 -0.47  -1.266
H 5.69 -1.53 -0.41  0.468
H 5.37 0.07 -1.11  0.390
H 4.83 -0.32 0.57  0.394
C -4.41 1.50 0.43  -0.980
H -5.43 1.53 -0.02  0.403
H -4.41 0.94 1.39  0.289
H -4.00 2.53 0.58  0.384
C -4.61 -0.02 -2.04  -1.233
H -4.91 -1.06 -1.77  0.349
H -5.48 0.67 -2.01  0.419
H -4.17 -0.03 -3.06  0.348
O 0.96 2.23 2.03  -0.636
S 1.14 0.81 2.38  0.960
O 2.37 0.14 2.01  -0.625
N -0.17 -0.07 1.68  -0.136
C -1.02 -0.59 2.61  0.649
S -2.35 -1.48 2.00  -0.520
C -0.64 -0.26 3.97  0.112
C -1.28 -0.47 5.20  -0.634
C -0.77 0.06 6.41  -0.562
C 0.47 0.73 6.40  -0.604
C 1.13 0.94 5.18  -0.559
C 0.56 0.46 3.99  0.433
H -2.21 -1.04 5.20  0.378
H -1.31 -0.02 7.36  0.396
H 0.90 1.11 7.34  0.394
H 2.08 1.47 5.11  0.439

As for the net charge: +2. As for the LUMO energy (alpha / beta): -6.5 / -6.5 eV. The value obtained for the HOMO-LUMO gap (alpha / beta) is 3.664 / 6.682 eV. The energy relative to the best compared isomer or geometry (same formula, charge and spin) is 64.7 kcal/mol.



(2)
This record from the Open Molecules 2025 dataset describes 3 unconnected molecules or ions with the total composition C18H27N2O at a distorted geometry. The level of theory is ωB97M-V/def2-TZVPD.

Last column: Mulliken charge in e.
Positions of all 48 atoms, in Å:
C 1.33 -0.99 0.99  -1.039
C 0.85 -1.38 2.55  -0.151
N 1.87 -2.29 3.18  0.108
C 1.72 -3.74 2.76  -0.867
C 0.30 -4.44 3.19  -0.311
N -0.63 -4.53 1.96  -0.331
C 1.96 -2.12 4.68  0.478
C 0.84 -1.46 5.67  -0.901
O 3.09 -2.61 5.27  -0.553
H 0.94 0.10 0.76  0.364
H 0.86 -1.70 0.18  0.206
H 2.50 -0.96 1.00  0.307
H -0.25 -1.78 2.54  0.077
H 0.81 -0.33 3.11  0.336
H 2.62 -4.32 3.27  0.309
H 1.93 -3.81 1.58  0.417
H -0.26 -3.71 3.95  0.199
H 0.41 -5.51 3.67  0.363
H -1.50 -3.94 2.08  0.394
H -0.88 -5.55 1.86  0.384
H -0.16 -4.22 1.08  0.328
H 0.78 -0.31 5.43  0.308
H 1.26 -1.54 6.79  0.312
H -0.20 -2.01 5.69  0.264
C 2.63 2.52 -0.85  -0.459
C 2.01 1.58 -1.67  -0.340
C 1.12 2.01 -2.66  -0.526
C 0.87 3.37 -2.84  -0.418
C 1.50 4.30 -2.02  -0.508
C 2.37 3.88 -1.02  -0.364
H 3.32 2.19 -0.07  0.374
H 2.21 0.52 -1.54  0.484
H 0.63 1.27 -3.30  0.468
H 0.18 3.69 -3.61  0.535
H 1.30 5.36 -2.15  0.372
H 2.86 4.61 -0.38  0.376
C -2.55 1.90 -3.27  -0.256
C -3.17 0.96 -4.09  -0.443
C -4.06 1.38 -5.08  -0.378
C -4.31 2.74 -5.26  -0.398
C -3.68 3.68 -4.44  -0.392
C -2.81 3.26 -3.44  -0.459
H -1.86 1.57 -2.49  0.473
H -2.97 -0.10 -3.96  0.334
H -4.55 0.65 -5.72  0.356
H -5.00 3.07 -6.03  0.358
H -3.88 4.74 -4.58  0.360
H -2.32 3.99 -2.80  0.450

As for the net charge: +1. As for the LUMO energy: -4.0 eV. The value obtained for the HOMO-LUMO gap is 6.960 eV. The energy relative to the best compared isomer or geometry (same formula, charge and spin) is 71.4 kcal/mol.



(3)
This record from the Open Molecules 2025 dataset describes a molecular structure, C18H27N2O3PPt at a distorted geometry. The level of theory is ωB97M-V/def2-TZVPD.

Last column: Mulliken spin population.
Positions of all 52 atoms, in Å:
Pt 0.10 0.32 0.13  1.002
C 1.02 1.60 1.33  0.135
O 1.58 2.38 1.98  0.027
C 0.75 -1.23 0.98  0.109
O 1.15 -2.14 1.56  0.014
C -1.08 -0.74 -1.08  0.155
O -1.75 -1.45 -1.68  0.031
C 3.33 1.00 -1.10  0.037
P 1.58 0.77 -1.65  0.382
H 1.78 2.33 -3.44  -0.021
H 3.26 1.84 -0.40  0.002
C 1.76 -0.43 -3.07  0.139
H 2.69 -0.09 -3.56  0.010
C 4.28 1.41 -2.24  0.014
H 3.90 2.24 -2.84  0.004
H 4.51 0.56 -2.90  0.007
H 5.23 1.72 -1.80  0.000
C 3.91 -0.20 -0.35  0.056
H 4.27 -0.97 -1.05  0.002
C -0.29 2.55 -2.85  0.061
H 3.19 -0.63 0.35  -0.002
H 4.79 0.14 0.22  0.002
C 1.69 3.60 -1.70  0.091
H -0.91 2.59 -1.96  -0.006
H -0.40 3.51 -3.37  0.039
H -0.68 1.78 -3.51  0.012
C 1.19 2.37 -2.51  0.169
H 1.34 4.50 -2.23  0.035
H 2.78 3.67 -1.63  0.003
H 1.27 3.60 -0.69  0.000
C 0.65 -0.36 -4.12  0.028
H -0.33 -0.59 -3.69  0.010
H 0.85 -1.11 -4.90  0.028
H 0.60 0.62 -4.62  0.009
C 1.97 -1.87 -2.61  0.102
H 1.06 -2.28 -2.14  -0.003
H 2.80 -1.98 -1.91  -0.001
H 2.18 -2.49 -3.49  0.033
H -0.96 2.19 -0.31  -0.038
H -1.19 1.44 -0.08  0.243
N -6.39 0.36 1.07  0.421
C -5.32 0.29 1.53  0.130
C -3.97 0.22 2.09  0.143
C -3.72 0.15 3.46  0.009
C -2.39 0.10 3.88  -0.011
C -1.37 0.11 2.94  0.156
N -1.63 0.19 1.65  0.069
C -2.90 0.27 1.18  0.178
H -4.55 0.11 4.16  -0.003
H -2.17 0.04 4.92  0.003
H -0.32 0.05 3.24  -0.003
H -3.05 0.41 0.11  -0.012

As for the net charge: +4. As for the LUMO energy (alpha / beta): -13.8 / -18.6 eV. The value obtained for the HOMO-LUMO gap (alpha / beta) is 7.018 / 4.607 eV. Its spin multiplicity is 5.



(4)
This record from the Open Molecules 2025 dataset describes a molecular structure, C18H27N5O3 at a distorted geometry. The level of theory is ωB97M-V/def2-TZVPD.

Last column: Mulliken charge in e.
Positions of all 53 atoms, in Å:
C -7.16 -1.26 -1.37  -1.187
C -5.93 -0.57 -0.77  0.934
N -4.76 -0.46 -1.39  -0.396
C -3.87 0.03 -0.79  0.558
N -2.64 0.04 -1.29  -0.542
C -2.17 0.83 -0.09  0.154
N -3.02 1.09 1.03  -0.961
N -4.11 0.70 0.36  0.665
C -5.32 0.72 1.03  1.147
C -6.26 0.01 0.48  -0.673
H -7.33 0.22 0.97  0.160
C -5.44 1.48 2.34  -1.921
H -5.07 2.25 2.21  0.659
H -4.56 1.05 3.15  0.287
H -6.33 1.27 2.76  0.431
C -0.76 1.29 -0.02  0.453
O -0.02 1.38 -1.10  -0.710
O -0.26 1.36 1.17  -0.405
C 1.26 1.86 1.19  -0.929
H 1.18 2.36 2.31  0.283
H 1.45 2.36 0.33  0.579
C 1.84 0.54 1.60  0.698
O 1.88 -0.02 2.57  -0.576
N 2.60 0.01 0.59  0.323
C 2.91 0.82 -1.08  -2.048
H 3.33 -0.07 -1.58  0.506
H 2.00 0.89 -1.23  1.395
C 4.03 1.91 -0.76  0.351
C 5.27 1.12 -0.27  -1.134
H 5.35 0.60 0.65  0.302
H 6.11 2.06 -0.36  0.302
H 5.64 0.43 -1.27  0.192
C 4.09 2.56 -2.02  -2.242
H 4.76 3.20 -2.00  0.768
H 3.05 2.88 -2.28  0.362
H 4.39 2.06 -2.82  0.580
H 3.73 2.44 -0.10  0.891
C 3.26 -1.33 0.87  -1.978
H 4.04 -1.45 -0.10  0.185
H 3.56 -1.27 1.71  1.358
C 2.30 -2.56 0.62  0.828
C 2.76 -3.75 0.96  -1.594
H 3.24 -3.88 1.75  0.613
H 2.12 -4.77 0.68  0.243
H 3.58 -3.95 -0.08  0.227
C 1.73 -2.53 -0.94  -1.249
H 1.14 -1.63 -1.06  0.247
H 0.98 -3.42 -0.96  0.365
H 2.35 -2.52 -1.80  0.336
H 1.32 -2.25 1.26  0.207
H -8.00 -0.51 -1.69  0.274
H -7.57 -2.02 -0.89  0.404
H -6.67 -1.60 -2.50  0.277

As for the net charge: 0. As for the LUMO energy: -0.2 eV. The value obtained for the HOMO-LUMO gap is 8.353 eV. The energy relative to the best compared isomer or geometry (same formula, charge and spin) is 445.4 kcal/mol.



(5)
This record from the Open Molecules 2025 dataset describes a molecular structure, C18H28AuBN4Sb2 at a distorted geometry. The level of theory is ωB97M-V/def2-TZVPD.

Last column: Mulliken charge in e.
Positions of all 54 atoms, in Å:
Au -0.06 1.00 1.70  0.597
B 0.37 3.26 4.50  0.319
N -0.91 3.56 3.67  -0.015
C -1.62 4.67 3.87  -0.275
C -2.23 5.04 2.65  -1.053
C -1.87 3.99 1.84  0.063
N -1.01 3.13 2.36  -0.228
N 0.66 1.78 4.73  0.101
C 1.29 1.23 5.75  0.036
C 1.70 -0.04 5.39  -0.945
C 1.02 -0.30 4.20  -0.030
N 0.49 0.84 3.77  -0.447
H 1.20 3.79 3.85  -0.149
H 0.32 3.76 5.64  -0.164
H -1.70 5.03 4.90  0.408
H -2.89 5.84 2.37  0.376
H -2.29 3.75 0.86  0.278
H 1.43 1.75 6.68  0.441
H 2.25 -0.68 6.06  0.353
H 1.06 -1.15 3.53  0.288
C 2.29 -4.70 -1.71  -1.174
Sb 0.85 -4.24 -0.20  0.719
C 1.40 -2.16 0.20  -0.777
C -0.49 -3.95 -1.97  -2.302
C -0.39 -2.86 -3.03  1.593
C 0.00 -3.21 -4.34  -0.753
C -0.05 -2.32 -5.39  -0.579
C -0.51 -1.05 -5.17  -0.858
C -0.86 -0.67 -3.89  -0.531
C -0.87 -1.56 -2.81  0.712
C -1.44 -1.01 -1.49  -1.536
Sb -0.44 0.76 -0.73  0.310
C 1.23 1.19 -2.23  -1.072
C -1.68 2.28 -1.52  -1.412
H 3.13 -5.16 -1.25  0.392
H 2.57 -3.73 -2.20  0.296
H 1.81 -5.38 -2.41  0.266
H 2.44 -2.31 0.65  0.403
H 0.74 -1.75 0.94  0.148
H 1.54 -1.67 -0.80  -0.048
H -1.57 -3.92 -1.56  0.426
H -0.29 -4.87 -2.39  0.734
H 0.49 -4.15 -4.39  0.374
H 0.24 -2.64 -6.39  0.360
H -0.37 -0.29 -5.96  0.326
H -1.27 0.27 -3.68  0.741
H -1.45 -1.71 -0.69  0.389
H -2.47 -0.60 -1.62  0.576
H 1.87 0.28 -2.35  0.322
H 1.59 2.12 -1.72  0.397
H 0.56 1.23 -3.10  0.348
H -2.79 2.22 -1.23  0.397
H -1.76 2.08 -2.58  0.459
H -1.28 3.25 -1.29  0.398

As for the net charge: 0. As for the LUMO energy: 0.2 eV. The value obtained for the HOMO-LUMO gap is 8.530 eV.



(6)
This record from the Open Molecules 2025 dataset describes a molecular structure, C18H28BrMoN3O6Se. The level of theory is ωB97M-V/def2-TZVPD.

Last column: Mulliken charge in e.
Positions of all 58 atoms, in Å:
Mo 0.05 -0.66 0.24  -0.696
C 2.64 4.09 -1.07  -1.942
C 2.31 2.71 -0.52  2.233
C 3.22 2.37 0.66  -1.302
O 2.52 1.80 -1.58  -0.670
C 0.85 2.68 0.01  -0.199
O 0.34 3.73 0.43  -0.780
O 0.30 1.54 0.02  0.170
H 3.67 4.10 -1.43  0.409
H 2.50 4.85 -0.31  0.294
H 1.98 4.33 -1.91  0.404
H 4.26 2.47 0.35  0.446
H 3.05 1.33 0.94  0.004
H 3.02 3.01 1.52  0.301
H 2.36 0.89 -1.26  0.074
C -2.49 -3.65 -1.72  -1.477
C -1.61 -2.91 -0.77  -0.007
N -0.84 -1.80 -1.27  0.894
O -0.20 -2.12 -2.49  -0.553
C -1.56 -3.02 0.57  0.054
C -2.36 -3.99 1.38  -1.553
N -0.72 -2.10 1.25  0.909
O -0.58 -2.35 2.57  -0.953
H -1.98 -3.75 -2.69  0.301
H -3.44 -3.14 -1.90  0.106
H -2.71 -4.65 -1.35  0.470
H 0.77 -2.07 -2.21  0.131
H -2.44 -4.95 0.87  0.395
H -3.37 -3.62 1.56  0.209
H -1.85 -4.10 2.33  0.407
O 2.06 0.54 6.17  -0.581
C 1.71 0.33 4.87  1.146
C 2.57 -0.27 3.96  -0.833
C 2.15 -0.44 2.65  -1.100
N 0.94 -0.05 2.23  0.725
C 0.13 0.49 3.12  0.261
Br -1.60 0.92 2.50  -0.096
C 0.46 0.73 4.44  -0.711
H 2.94 0.17 6.30  0.275
H 3.56 -0.60 4.25  0.246
H 2.76 -0.91 1.89  0.465
H -0.25 1.18 5.12  0.413
C -2.38 1.64 -1.91  -1.877
C -1.67 0.38 -2.42  2.679
C -2.59 -0.33 -3.43  -1.895
C -0.38 0.80 -3.12  -1.894
C -1.49 -0.50 -1.18  0.223
H -2.60 2.31 -2.75  0.473
H -1.76 2.17 -1.19  0.225
H -3.33 1.39 -1.43  0.398
H -2.81 0.32 -4.28  0.460
H -3.54 -0.61 -2.96  0.310
H -2.11 -1.24 -3.80  0.288
H -0.62 1.55 -3.89  0.447
H 0.09 -0.05 -3.61  0.284
H 0.33 1.22 -2.42  0.435
H -2.48 -0.66 -0.73  0.250
Se 2.24 -1.51 -0.62  -1.097

As for the net charge: -2. As for the LUMO energy (alpha / beta): 4.2 / 4.2 eV. The value obtained for the HOMO-LUMO gap (alpha / beta) is 3.929 / 3.931 eV. The energy relative to the best compared isomer or geometry (same formula, charge and spin) is 0.0 kcal/mol.